{
  "formula": "C34H35AsCrI2N2O5P",
  "method": "wB97M-V/def2-TZVPD",
  "orbital_gap_ha": [0.20806, 0.24303],
  "multiplicity": 4,
  "charge": 2,
  "species": ["I", "I", "As", "Cr", "P", "O", "O", "O", "O", "O", "N", "N", "C", "C", "C", "C", "C", "C", "C", "C", "C", "C", "C", "C", "C", "C", "C", "C", "C", "C", "C", "C", "C", "C", "C", "C", "C", "C", "C", "C", "C", "C", "C", "C", "C", "C", "H", "H", "H", "H", "H", "H", "H", "H", "H", "H", "H", "H", "H", "H", "H", "H", "H", "H", "H", "H", "H", "H", "H", "H", "H", "H", "H", "H", "H", "H", "H", "H", "H", "H", "H"],
  "positions_angstrom": [[0.6305, 1.3215, -3.9594], [-2.9332, -3.1821, -5.8924], [-1.4203, 1.5497, 0.1029], [0.9920, -0.9321, 0.1189], [3.4341, -1.4400, 0.3998], [3.5252, -1.9008, -1.1392], [-0.7280, 0.0150, 0.1346], [1.0193, -0.7835, -1.7328], [4.9748, -1.2049, 0.7370], [2.9163, 0.1062, 0.1672], [-0.1828, -2.6342, 0.0320], [0.7589, -1.2524, 2.0733], [0.1077, -3.4082, 1.2578], [-3.0187, 0.6340, 2.2472], [-2.0013, 2.7808, 2.6983], [0.9284, -0.3321, 3.0323], [0.1948, -1.3148, -2.6152], [-0.1764, 3.7080, -1.3619], [-2.5777, 2.7771, 3.9612], [-1.2504, -3.1101, -3.3701], [0.2406, -2.4468, 2.4102], [-4.0727, 0.3110, -2.8596], [-3.5929, 0.6393, 3.5068], [0.7635, 4.7096, -1.5545], [-2.2190, 1.7028, 1.8501], [1.7303, 4.9544, -0.5887], [4.2605, -3.0704, -1.5436], [-3.4900, 2.6930, -1.5348], [-0.1186, -2.7510, 3.7076], [-1.0301, -1.1283, -4.7186], [-4.4817, 2.6606, -2.5007], [-3.3644, 1.7088, 4.3657], [-1.5797, -2.3855, -4.5030], [-0.1381, 2.9541, -0.1952], [-0.3689, -2.5947, -2.4308], [5.7287, -1.8648, 1.7770], [-2.7833, 1.5278, -1.2490], [1.7624, 4.2019, 0.5785], [3.5833, 0.9917, -0.7858], [0.0672, -1.7973, 4.6995], [-0.1641, -0.6082, -3.7817], [0.5981, -0.5631, 4.3511], [0.0386, -3.3951, -1.2242], [-3.0729, 0.3351, -1.8993], [-4.7687, 1.4734, -3.1620], [0.8251, 3.2015, 0.7797], [-5.5442, 1.4496, -3.9160], [-3.2005, -0.1852, 1.5601], [6.7716, -1.6345, 1.5835], [3.9326, -3.9535, -0.9889], [5.3288, -2.9208, -1.3941], [0.7391, 5.2996, -2.4609], [-1.2860, -0.5619, -5.6037], [-0.6537, -4.1638, 1.4550], [-0.9278, 3.5126, -2.1160], [-5.0329, 3.5615, -2.7343], [4.4284, 0.4863, -1.2409], [-2.4209, 3.6161, 4.6261], [-2.5105, -0.5589, -1.6585], [2.5097, 4.4082, 1.3335], [-4.2299, -0.1788, 3.8160], [1.3542, 0.6103, 2.7099], [-1.1599, -2.3483, 0.0511], [1.1065, -3.6334, -1.2703], [4.0592, -3.2097, -2.6012], [5.4541, -1.4827, 2.7587], [-1.4035, 3.6234, 2.3719], [-3.2706, 3.6092, -0.9978], [0.7490, 0.2135, 5.0870], [2.4559, 5.7420, -0.7429], [5.5875, -2.9445, 1.7475], [2.8639, 1.2742, -1.5502], [-1.6726, -4.0980, -3.2296], [1.0615, -3.9247, 1.1144], [3.9246, 1.8657, -0.2384], [-0.5404, -3.7202, 3.9368], [-0.1973, -2.0125, 5.7258], [-3.8140, 1.7133, 5.3498], [0.8234, 2.6325, 1.7023], [-4.3071, -0.6131, -3.3725], [-0.5244, -4.3305, -1.1998]]
}

=====

{
  "formula": "C34H35AsO6OsSSi",
  "method": "wB97M-V/def2-TZVPD",
  "orbital_gap_ha": [0.15151, 0.15155],
  "charge": -2,
  "species": ["Os", "As", "S", "Si", "O", "O", "O", "O", "O", "O", "C", "C", "C", "C", "C", "C", "C", "C", "C", "C", "C", "C", "C", "C", "C", "C", "C", "C", "C", "C", "C", "C", "C", "C", "C", "C", "C", "C", "C", "C", "C", "C", "C", "C", "H", "H", "H", "H", "H", "H", "H", "H", "H", "H", "H", "H", "H", "H", "H", "H", "H", "H", "H", "H", "H", "H", "H", "H", "H", "H", "H", "H", "H", "H", "H", "H", "H", "H", "H"],
  "positions_angstrom": [[-0.5262, 0.4173, 0.8974], [3.0874, 3.0743, -0.0551], [-0.2502, 3.7217, 0.5615], [2.5490, 0.8325, -2.2275], [4.7710, 3.6593, -0.1297], [0.0765, 3.8793, 1.9574], [0.2210, 2.4487, -0.0396], [2.9867, 2.1641, 1.2773], [3.0299, 2.3139, -1.5995], [-1.5929, 4.0859, 0.1712], [3.6345, -0.3866, -4.5789], [-3.3140, -1.4830, 3.1251], [-1.1728, -0.7697, 2.1165], [0.9290, 1.0688, -3.0817], [-3.4544, 0.0852, -3.7366], [0.9972, 7.1139, -1.2400], [-2.4370, -0.4916, -2.9293], [-0.4547, -1.5749, -1.2885], [-5.1492, 0.1012, 3.2178], [6.1034, 0.8576, -4.4429], [2.7031, -0.4716, -0.9275], [-5.6561, -0.5184, 4.3557], [2.1734, 4.7328, -0.4277], [-1.0639, -0.3957, -0.8050], [4.6069, -0.6709, -5.5300], [-3.7616, 1.8637, -2.1485], [5.8461, -0.0488, -5.4627], [0.8046, 4.9223, -0.2576], [-1.7606, -1.6672, -3.3320], [5.1264, 1.1339, -3.4949], [-0.7943, -2.1853, -2.4991], [-2.7882, 1.3228, -1.3480], [0.2242, 6.1145, -0.6690], [-2.0663, -1.9720, 2.3859], [-3.9955, -0.3709, 2.6150], [-4.9913, -1.6157, 4.8768], [-2.5273, -2.6325, 1.0818], [-1.2678, -2.9944, 3.2017], [2.3610, 6.9288, -1.4009], [-3.8341, -2.0906, 4.2642], [3.8753, 0.5171, -3.5400], [2.9481, 5.7378, -0.9994], [-2.0974, 0.1363, -1.6952], [-4.1022, 1.2286, -3.3604], [-3.5695, 0.1288, 1.7507], [2.6673, -0.8737, -4.6472], [-3.3299, -2.9474, 4.6937], [-3.0063, -1.9021, 0.4293], [0.5312, 8.0376, -1.5624], [2.5590, -1.4641, -1.3596], [-0.9644, -2.5793, 4.1662], [7.0667, 1.3521, -4.3880], [0.2169, 1.4967, -2.3734], [4.0096, 5.5835, -1.1309], [-1.8338, -3.9158, 3.3786], [-0.8437, 6.2264, -0.5388], [-3.2341, -3.4450, 1.2901], [5.3298, 1.8553, -2.7096], [-4.2548, 2.7824, -1.8526], [-5.6505, 0.9685, 2.8038], [2.9715, 7.7036, -1.8488], [-0.2730, -3.0959, -2.7894], [-4.8744, 1.6500, -3.9972], [5.1849, 3.2357, 0.6336], [1.9619, -0.3342, -0.1281], [-2.0205, -2.1437, -4.2722], [-0.3630, -3.2496, 2.6480], [-2.5190, 1.8051, -0.4156], [-1.6695, -3.0283, 0.5392], [-6.5541, -0.1420, 4.8326], [-5.3666, -2.1077, 5.7680], [-0.8925, -0.3180, 3.1120], [6.6062, -0.2661, -6.2045], [-3.7087, -0.4070, -4.6717], [1.0508, 1.7640, -3.9175], [0.4975, 0.1349, -3.4485], [4.3969, -1.3752, -6.3270], [3.7048, -0.4130, -0.4904], [0.3037, -2.0423, -0.6717]]
}

=====

{
  "formula": "C34H35BiN8O7",
  "method": "wB97M-V/def2-TZVPD",
  "orbital_gap_ha": 0.30795,
  "charge": 0,
  "species": ["Bi", "O", "O", "O", "O", "O", "O", "O", "N", "N", "N", "N", "N", "N", "N", "N", "C", "C", "C", "C", "C", "C", "C", "C", "C", "C", "C", "C", "C", "C", "C", "C", "C", "C", "C", "C", "C", "C", "C", "C", "C", "C", "C", "C", "C", "C", "C", "C", "C", "C", "H", "H", "H", "H", "H", "H", "H", "H", "H", "H", "H", "H", "H", "H", "H", "H", "H", "H", "H", "H", "H", "H", "H", "H", "H", "H", "H", "H", "H", "H", "H", "H", "H", "H", "H"],
  "positions_angstrom": [[-0.8851, 0.4526, -0.5190], [-0.3609, 1.2863, 3.7226], [-3.1653, 0.5387, -0.3880], [-5.1750, -0.3046, 0.1065], [4.0180, 2.8102, 1.0226], [-1.8301, 2.4721, -2.4685], [-0.9900, 1.5499, 1.5745], [-1.9378, -0.9715, 1.4816], [2.3971, -0.2470, -4.0288], [4.1102, 2.6007, 3.2821], [-0.7810, -1.6795, -0.9296], [-4.7818, 5.6560, -0.5891], [-5.1833, 1.3583, -1.6276], [1.3764, 0.3046, -2.1653], [1.0941, -0.1015, 0.8249], [-1.6365, 4.4966, -1.4891], [-2.6834, -1.8658, -2.5172], [-2.3618, 3.4295, -1.9014], [-1.4568, -4.6116, -2.9118], [-1.5224, -2.3762, -1.6935], [-3.2917, -1.2821, 1.1634], [-4.3805, 4.6618, -1.0157], [1.3610, -0.5079, -3.2011], [-1.6899, -0.4017, 2.7713], [-0.7014, -6.6036, -1.7910], [3.7401, 2.1891, 2.0484], [-0.5022, -5.8686, -0.6287], [4.7236, 1.3715, 5.3697], [-3.9438, -0.2662, 0.2335], [-3.8049, 3.4781, -1.5764], [1.4701, -1.3003, 1.2820], [6.4050, 3.5606, 3.0691], [-3.6323, -0.2465, -4.0432], [2.5901, -1.4477, 2.0753], [-4.8595, -0.8865, -3.9702], [-2.5548, -0.7327, -3.3179], [-5.0060, -2.0110, -3.1670], [2.9566, 0.9127, 1.9088], [1.8176, 0.9752, 1.1268], [4.9315, 3.8125, 3.3711], [-1.1695, -5.9709, -2.9352], [3.6225, 2.0106, 4.5319], [2.4812, 1.1256, -2.3363], [-4.5463, 2.3478, -1.6093], [-0.9370, 0.9281, 2.7003], [-3.9227, -2.5040, -2.4554], [-1.2612, -3.8661, -1.7478], [-0.7717, -4.5081, -0.6124], [3.3418, -0.3280, 2.3910], [3.1199, 0.7956, -3.4910], [-5.0793, 0.5930, -0.9049], [2.8525, 1.2847, 4.2977], [-1.3178, -6.5367, -3.8478], [5.2544, 0.6035, 4.7998], [-2.0306, 5.2200, -0.9148], [-1.0975, -1.0955, 3.3614], [-5.9680, -2.5041, -3.0925], [1.4542, 1.9357, 0.7718], [6.8380, 2.8436, 3.7691], [-5.7071, -0.5010, -4.5263], [4.2916, 0.9078, 6.2598], [4.5402, 4.5351, 2.6605], [-3.5128, 0.6451, -4.6478], [-3.9003, -1.3744, 2.0583], [4.8030, 4.2150, 4.3762], [2.5973, -0.7250, -4.8869], [-1.6046, -0.2122, -3.3872], [-0.4964, -7.6683, -1.8046], [2.7655, 1.8831, -1.6147], [4.0047, 1.1951, -3.9613], [3.1378, 2.8000, 5.1085], [0.6465, -1.3037, -3.3667], [-0.1337, -6.3585, 0.2648], [6.5108, 3.1714, 2.0557], [-0.6150, -3.9176, 0.2857], [4.2291, -0.4316, 3.0060], [-4.0398, -3.3801, -1.8270], [-1.8262, -4.1219, -3.8065], [-0.6406, 4.4597, -1.6097], [2.8680, -2.4246, 2.4477], [-3.3006, -2.2420, 0.6435], [5.4533, 2.1148, 5.6973], [0.8502, -2.1343, 0.9663], [6.9678, 4.4947, 3.1385], [-2.6248, -0.2059, 3.3006]]
}

=====

Max |F| values, unit eV Å⁻¹, following the record order: 2.9, 0.2, 3.0.
Energy above the lowest of the compared OMol25 structures with the same formula, charge and spin values, unit kJ/mol, following the record order: 51.4, 0.0, 44.1.